Record 1
{"formula": "C28H77N7O7", "method": "ωB97M-V with the def2-TZVPD basis set", "symbols": ["C", "O", "C", "C", "C", "N", "H", "H", "H", "H", "H", "H", "H", "H", "H", "H", "H", "C", "O", "C", "C", "C", "N", "H", "H", "H", "H", "H", "H", "H", "H", "H", "H", "H", "C", "O", "C", "C", "C", "N", "H", "H", "H", "H", "H", "H", "H", "H", "H", "H", "H", "C", "O", "C", "C", "C", "N", "H", "H", "H", "H", "H", "H", "H", "H", "H", "H", "H", "C", "O", "C", "C", "C", "N", "H", "H", "H", "H", "H", "H", "H", "H", "H", "H", "H", "C", "O", "C", "C", "C", "N", "H", "H", "H", "H", "H", "H", "H", "H", "H", "H", "H", "C", "O", "C", "C", "C", "N", "H", "H", "H", "H", "H", "H", "H", "H", "H", "H", "H"], "positions_angstrom": [[-10.634432, -25.360581, 6.233849], [-9.630967, -24.478562, 5.664210], [-10.027061, -23.193439, 5.322871], [-10.294088, -23.038128, 3.832695], [-10.242737, -21.520962, 3.472678], [-11.604962, -23.519467, 3.379361], [-10.501645, -25.499576, 7.306770], [-10.618800, -26.342663, 5.761221], [-11.689008, -25.123146, 6.093823], [-10.748410, -22.717728, 5.987296], [-9.102701, -22.668885, 5.564734], [-9.594312, -23.609566, 3.222873], [-11.098715, -20.943716, 3.822223], [-10.172764, -21.394327, 2.392323], [-9.321174, -21.063833, 3.833044], [-11.687656, -23.396967, 2.380231], [-11.768042, -24.510955, 3.481584], [-10.517874, -22.851690, -4.159114], [-10.614103, -23.041984, -2.729615], [-9.374409, -22.598896, -2.172832], [-9.283602, -22.726145, -0.642175], [-7.961428, -22.561381, 0.129256], [-10.024757, -23.886842, -0.181540], [-10.565581, -21.764043, -4.212480], [-11.380037, -23.311962, -4.641728], [-9.630014, -23.197564, -4.688436], [-8.511201, -22.978680, -2.719395], [-9.429727, -21.510568, -2.196915], [-9.839270, -21.914979, -0.171694], [-8.142339, -22.861942, 1.161261], [-7.633347, -21.531382, 0.269140], [-7.094979, -22.956004, -0.401451], [-9.586850, -24.636540, -0.697571], [-10.950653, -23.747152, -0.560082], [-6.750993, -24.828096, 6.564212], [-5.563453, -24.226769, 6.954826], [-5.368301, -24.084871, 8.329538], [-4.171905, -23.269854, 8.779838], [-4.078763, -21.854859, 8.287259], [-2.923950, -23.864300, 8.704350], [-6.610971, -25.336829, 5.610429], [-7.488051, -24.025512, 6.537873], [-7.260668, -25.545743, 7.207110], [-6.299632, -23.633677, 8.671812], [-5.252514, -25.133688, 8.602804], [-4.447575, -23.149024, 9.827454], [-4.399642, -21.728777, 7.253222], [-3.128915, -21.336919, 8.154490], [-4.752068, -21.325066, 8.961124], [-2.483443, -23.602246, 7.834081], [-2.951024, -24.872433, 8.649100], [-11.644945, -28.606198, 10.817312], [-10.748097, -27.490961, 10.858059], [-9.400955, -28.039147, 10.644812], [-8.524402, -26.754732, 10.733904], [-8.728395, -25.902321, 9.556019], [-7.121494, -27.112700, 10.757873], [-12.452565, -28.491249, 11.540243], [-11.188606, -29.585331, 10.962736], [-12.189886, -28.476937, 9.882200], [-9.168202, -28.731571, 11.453804], [-9.266367, -28.534341, 9.683168], [-8.824857, -26.269723, 11.662666], [-8.683697, -26.530313, 8.666230], [-7.881416, -25.237307, 9.387238], [-9.514791, -25.168683, 9.378606], [-7.100140, -28.120340, 10.823578], [-6.772877, -27.159132, 9.811085], [-8.617700, -29.961242, 3.371093], [-9.615475, -29.270385, 2.605657], [-10.561810, -28.547619, 3.395818], [-11.422688, -27.786069, 2.431596], [-10.533438, -26.834973, 1.591327], [-12.546536, -27.178170, 3.107611], [-8.946927, -30.456049, 4.284805], [-7.945647, -29.192974, 3.753478], [-8.107692, -30.649406, 2.696994], [-11.131963, -29.258752, 3.993591], [-9.930352, -27.975760, 4.075758], [-11.804828, -28.532578, 1.735321], [-10.024159, -26.141070, 2.260092], [-11.162924, -26.267669, 0.905751], [-9.783006, -27.211549, 0.896231], [-12.964656, -27.805056, 3.780150], [-13.268256, -26.915115, 2.451847], [-8.116082, -28.591739, 6.912472], [-7.135061, -28.860953, 7.827181], [-6.714339, -30.225030, 7.948425], [-5.848377, -30.468295, 9.244101], [-5.605524, -32.026260, 9.426238], [-6.663753, -30.035541, 10.384434], [-9.111205, -28.823751, 7.291943], [-7.957426, -29.062645, 5.942326], [-8.044074, -27.526675, 6.692121], [-7.534629, -30.938677, 7.871365], [-6.014088, -30.402674, 7.132213], [-4.877743, -29.984908, 9.354975], [-4.884940, -32.186281, 10.228269], [-5.154021, -32.426749, 8.518575], [-6.436141, -32.711078, 9.597146], [-7.594566, -30.418902, 10.302487], [-6.209041, -30.487018, 11.165134], [-13.514070, -16.209070, 7.109144], [-12.889346, -15.997119, 5.795473], [-13.920165, -16.328765, 4.797530], [-13.343173, -16.504051, 3.325317], [-12.136381, -17.367441, 3.290518], [-13.125492, -15.271580, 2.613117], [-12.797640, -16.277672, 7.927742], [-13.885878, -17.229090, 7.011983], [-14.247441, -15.488221, 7.470580], [-14.649302, -17.096149, 5.057513], [-14.665885, -15.534825, 4.756626], [-14.093311, -17.096382, 2.801341], [-11.433352, -17.167023, 4.099015], [-11.553423, -17.117802, 2.403980], [-12.461247, -18.406414, 3.346308], [-13.246744, -14.541612, 3.300533], [-12.228238, -15.312172, 2.151175]], "forces_ev_per_a": [[0.0, -0.2, -0.3], [-1.7, -2.4, 1.0], [1.2, 0.6, -0.4], [-1.1, 1.0, -0.7], [0.7, -0.6, -0.3], [-0.9, 0.1, 0.4], [0.3, 0.2, 0.0], [0.7, -0.1, -0.1], [0.1, 1.0, -0.3], [-0.7, -0.4, -0.1], [0.1, 0.7, -0.4], [1.0, 0.3, 0.5], [0.0, -0.3, 0.2], [-0.3, -0.1, -0.2], [0.0, 0.0, 0.3], [0.2, 0.3, -0.2], [0.3, -0.3, 0.5], [-1.0, 0.9, 0.8], [1.4, -1.3, -0.5], [-0.1, 1.7, 1.0], [-1.0, 0.4, 1.4], [0.4, 0.5, -0.9], [0.6, -0.3, 0.2], [0.0, 0.1, -1.0], [-0.1, 0.1, 0.3], [0.3, -0.3, 0.6], [0.0, -0.2, 0.0], [0.7, 0.4, -1.1], [-0.5, 0.4, -0.6], [0.3, -0.8, -0.3], [-0.5, 0.5, -0.4], [0.0, -0.9, 0.5], [-0.4, -0.8, 0.1], [-0.2, -0.5, -0.1], [-1.1, 0.7, -0.2], [1.8, 0.2, -1.4], [-0.8, -0.5, -1.0], [-1.5, 0.6, 0.9], [-1.2, 1.1, -1.1], [2.6, -1.6, -0.9], [-0.1, 0.4, -0.2], [-0.3, -0.1, -0.7], [0.8, -0.4, 0.7], [-0.1, 0.0, 0.9], [-0.1, 0.0, 1.4], [0.2, -0.2, 0.5], [-0.8, -0.3, -0.1], [0.5, -0.5, 1.2], [0.2, 0.8, -0.5], [0.2, 0.1, -0.1], [-0.2, -0.3, 0.3], [-1.2, 1.4, -0.3], [1.1, -2.4, 0.0], [-0.7, 2.8, 0.8], [-0.5, -1.3, 0.5], [0.3, 1.7, -2.3], [0.6, -0.7, 0.1], [0.3, 0.1, 0.5], [0.1, 0.1, -0.2], [0.1, -0.8, -0.5], [0.1, -0.1, 0.1], [-0.2, 0.0, -0.2], [0.1, 0.1, 0.1], [-0.2, -0.2, -0.2], [0.5, -0.1, 0.5], [-0.8, -0.6, 0.8], [0.3, -0.5, 1.1], [0.1, 0.9, -0.6], [-0.2, 1.3, -0.3], [-0.1, -1.2, 0.2], [1.4, -1.0, 0.0], [0.8, -0.7, -1.2], [-0.9, 0.9, 0.2], [0.1, 1.1, 0.3], [-0.7, -0.4, -0.2], [0.6, 0.0, -0.2], [0.0, 0.1, 0.2], [-0.3, -0.1, 0.2], [-0.5, 0.8, 0.3], [0.1, -0.4, -0.2], [-0.1, 0.2, 0.0], [-0.3, 0.4, 0.3], [-0.1, -0.9, 0.5], [0.0, -0.1, 0.0], [0.0, 0.1, 0.0], [-0.5, 0.6, -1.1], [1.3, -1.0, 1.7], [2.0, 0.9, 0.1], [-2.6, -1.9, 0.3], [0.9, 0.6, -1.2], [0.6, 0.2, 0.2], [-0.3, -0.1, -0.1], [0.0, -0.4, 0.0], [-0.3, 0.1, 0.1], [-0.2, 0.0, 0.3], [-0.2, -0.3, -0.5], [-0.2, 0.3, -0.8], [0.0, 0.1, 0.1], [0.4, 0.0, -0.1], [-0.6, 0.7, 0.2], [-0.1, -0.2, 0.0], [-0.4, 0.2, 0.6], [1.0, -1.1, -0.7], [-2.2, -0.4, 0.3], [0.6, 1.3, -1.1], [-1.0, -0.8, 1.4], [1.1, -0.4, 0.5], [-0.7, 0.3, 0.5], [0.7, 0.3, -0.5], [-0.7, 0.1, 0.5], [-0.3, 0.2, -0.8], [1.0, -1.1, 0.4], [0.2, 0.9, -0.1], [-0.6, 0.2, 0.0], [-0.2, 0.0, 0.3], [-0.2, -0.7, -0.4], [0.5, -0.1, -0.2], [0.6, 0.6, -0.5], [0.0, 0.7, 0.3]], "lowdin_charge": [-0.066, -0.197, -0.228, -0.403, -0.057, 0.040, 0.063, 0.061, 0.086, 0.138, 0.113, 0.120, 0.071, 0.054, 0.072, 0.052, 0.034, -0.093, -0.196, -0.201, -0.437, -0.051, 0.044, 0.085, 0.087, 0.083, 0.124, 0.122, 0.117, 0.067, 0.070, 0.071, 0.077, 0.069, -0.115, -0.182, -0.196, -0.493, -0.058, 0.047, 0.100, 0.077, 0.053, 0.123, 0.126, 0.128, 0.076, 0.079, 0.081, 0.078, 0.077, -0.117, -0.183, -0.175, -0.431, -0.079, 0.048, 0.078, 0.081, 0.082, 0.116, 0.104, 0.138, 0.055, 0.059, 0.085, 0.001, 0.045, -0.096, -0.200, -0.212, -0.435, -0.051, 0.047, 0.076, 0.072, 0.091, 0.124, 0.113, 0.133, 0.070, 0.058, 0.077, 0.071, 0.078, -0.140, -0.193, -0.160, -0.350, -0.072, 0.018, 0.093, 0.062, 0.074, 0.128, 0.121, 0.139, 0.070, 0.065, 0.073, 0.077, 0.081, -0.093, -0.187, -0.170, -0.453, -0.078, 0.042, 0.078, 0.078, 0.083, 0.109, 0.110, 0.119, 0.079, 0.074, 0.080, 0.069, 0.060], "max_force_ev_per_a": 3.240, "charge": 0, "e_lumo_ev": 0.5, "smiles": "COC[C@H](C)N.COC[C@H](C)N.COC[C@H](C)N.COC[C@H](C)N.COC[C@H](C)N.COC[C@H](C)N.COC[C@H](C)N", "energy_ev": -55039.1818, "molar_mass_g_mol": 624.0}


Record 2
{"formula": "C2H9N2OPS", "method": "ωB97M-V with the def2-TZVPD basis set", "symbols": ["C", "C", "N", "N", "O", "P", "S", "H", "H", "H", "H", "H", "H", "H", "H", "H"], "positions_angstrom": [[-0.975982, 1.581219, 1.070174], [-0.754130, 1.819235, -1.228170], [0.558211, -1.004629, 1.294499], [-0.617294, 1.063140, -0.093586], [0.398647, -3.611479, -0.605241], [0.542167, -0.619375, -0.280572], [2.221976, 0.266436, -0.387093], [-1.375730, 2.651312, 1.017602], [-0.112185, -2.837135, -0.774779], [-0.864513, 0.890312, 2.053704], [0.288017, 1.756889, -1.602389], [-1.350829, 1.215620, -1.985231], [-1.034937, 2.852715, -1.263883], [1.427030, -0.772803, 1.704013], [0.307381, -1.873479, 1.751181], [1.342165, -3.377971, -0.670236]], "forces_ev_per_a": [[0.6, -1.8, -1.1], [1.2, -1.1, -4.4], [-0.8, -1.3, 2.7], [-1.7, 1.0, 6.5], [1.0, -1.5, 0.4], [-1.4, -0.4, -1.4], [2.0, 1.2, -1.0], [0.4, -1.7, 0.6], [-0.3, 1.0, -0.4], [-0.2, 2.0, -2.5], [-0.4, 0.5, -0.6], [0.5, 0.8, 0.8], [-0.5, 0.5, 0.9], [1.1, 0.8, 0.5], [-0.8, -0.1, -0.8], [-0.7, 0.1, -0.1]], "lowdin_charge": [0.045, -0.197, -0.285, -0.335, -0.112, 0.292, 0.130, 0.108, -0.087, 0.123, 0.047, 0.119, 0.084, -0.020, 0.055, 0.034], "max_force_ev_per_a": 6.776, "charge": 0, "e_lumo_ev": -0.1, "energy_ev": -27370.4302, "molar_mass_g_mol": 140.1}


Record 3
{"formula": "C10H14N", "method": "ωB97M-V with the def2-TZVPD basis set", "symbols": ["C", "C", "C", "C", "C", "C", "C", "C", "C", "C", "N", "H", "H", "H", "H", "H", "H", "H", "H", "H", "H", "H", "H", "H", "H"], "positions_angstrom": [[-0.061102, 3.864511, -0.705202], [-1.357988, -0.300391, 0.379825], [-1.010055, 3.759731, -0.008940], [-0.209090, 0.072538, 0.402617], [-3.638964, 0.105661, 0.961280], [-2.715793, -0.561075, 0.246151], [-3.202850, -1.710111, -0.640090], [3.482641, 0.219310, 0.705332], [2.094476, -1.481050, -0.452672], [1.114895, 0.402370, 0.654979], [2.182118, -0.123151, 0.118193], [0.759763, 4.063638, -1.283873], [-4.699204, -0.236267, 0.958830], [-3.297980, 0.966570, 1.395231], [-2.403198, -2.261759, -0.962360], [-3.829782, -2.290821, -0.052140], [-3.764277, -1.338753, -1.427565], [4.119564, -0.571980, 0.913160], [4.034047, 0.669855, -0.013727], [3.502200, 0.981377, 1.482569], [2.351672, -2.324153, 0.281101], [-1.821376, 3.535335, 0.577174], [1.042577, -1.457327, -0.728852], [1.383952, 1.353058, 1.278280], [2.958314, -1.539785, -1.238991]], "forces_ev_per_a": [[0.0, 0.1, 0.1], [0.1, 1.0, -0.5], [0.0, -0.4, 0.0], [0.9, -0.3, 0.5], [-0.4, -1.8, -1.5], [-2.1, -1.4, -0.2], [0.7, 1.9, 1.8], [-1.1, 1.4, 0.4], [1.9, -0.1, -0.7], [1.0, 2.9, 0.4], [0.3, -1.6, 2.9], [1.4, 0.3, -1.1], [1.0, 0.6, 0.0], [0.2, 2.0, 1.8], [1.8, -1.6, -1.0], [-1.2, -1.4, 1.0], [-0.9, 0.8, -1.7], [0.3, -2.1, 1.0], [1.6, 1.7, -2.8], [-0.7, -0.4, 0.4], [-0.6, 1.5, -0.6], [-1.4, -0.1, 1.0], [0.3, -1.2, -1.0], [-1.0, -1.8, -1.0], [-2.2, 0.0, 0.8]], "lowdin_charge": [0.013, 0.074, 0.015, 0.045, 0.154, -0.306, -0.008, -0.002, 0.010, -0.030, -0.145, 0.000, 0.119, 0.047, 0.055, 0.071, 0.075, 0.087, 0.069, 0.115, 0.137, -0.003, 0.075, 0.187, 0.145], "max_force_ev_per_a": 3.618, "charge": 1, "e_lumo_ev": [-5.2, -5.2], "energy_ev": -12074.2156, "molar_mass_g_mol": 148.2}


Record 4
{"formula": "C10H24ClN3O2PS", "method": "ωB97M-V with the def2-TZVPD basis set", "symbols": ["C", "C", "O", "C", "C", "C", "C", "C", "N", "C", "N", "C", "S", "C", "P", "O", "Cl", "N", "H", "H", "H", "H", "H", "H", "H", "H", "H", "H", "H", "H", "H", "H", "H", "H", "H", "H", "H", "H", "H", "H", "H", "H"], "positions_angstrom": [[-2.520714, -0.211946, -3.537316], [-1.008485, -0.531075, -4.130633], [-0.343129, -1.524405, -3.274171], [0.547695, -0.854143, -2.271002], [-0.259446, -0.859015, -0.846566], [0.312158, 0.173586, 0.289895], [0.655431, 1.696817, -0.303420], [-0.637299, 2.439938, -0.984180], [-1.023271, 3.666874, -0.131753], [-0.954860, 0.420667, 1.353363], [-1.049038, -0.639515, 2.428050], [0.289549, -0.766338, 3.135351], [0.130426, -2.140687, 4.441800], [1.337176, -1.385922, 1.988248], [3.025593, -1.882671, 2.729584], [3.698325, -0.566702, 3.690765], [4.346600, -2.040607, 1.024223], [1.585121, -0.283527, 0.983264], [-3.074640, -1.212901, -3.208565], [-2.380199, 0.456161, -2.581183], [-3.170493, 0.413731, -4.292215], [-1.193124, -1.067332, -5.181209], [-0.378102, 0.425307, -4.368979], [1.517293, -1.549132, -2.228387], [0.921909, 0.192384, -2.635062], [-1.412222, -0.733671, -1.031560], [-0.127456, -1.955414, -0.392914], [1.590742, 1.606172, -1.038596], [1.010742, 2.324687, 0.629567], [-0.426043, 2.798866, -2.098523], [-1.598735, 1.772880, -1.028065], [-1.447622, 3.352104, 0.774289], [-0.097645, 4.120322, 0.077681], [-1.945920, 0.439110, 0.726678], [-0.773054, 1.514817, 1.788372], [-1.749361, -0.281647, 3.145187], [-1.425009, -1.535625, 2.047191], [0.671429, 0.235997, 3.606729], [0.051524, -3.340890, 3.679556], [0.790346, -2.334725, 1.548674], [4.638618, -0.905044, 3.901439], [1.875190, 0.552513, 1.574392]], "forces_ev_per_a": [[0.6, 0.5, 0.5], [-2.0, -0.9, -1.5], [1.1, 3.0, 0.4], [0.3, -1.3, -0.2], [0.9, -0.9, 0.5], [-1.0, 1.1, -0.5], [0.3, -1.1, -0.1], [-0.3, 0.4, 0.2], [1.3, -1.2, -0.3], [0.4, 2.0, -2.4], [-0.6, 2.1, 0.9], [1.9, -3.1, -0.4], [-0.3, 0.2, -0.6], [-1.0, 2.7, -0.1], [1.8, -1.0, 1.3], [0.2, -1.9, -1.8], [-1.3, 0.7, 1.0], [-2.1, 0.4, 0.6], [1.3, 2.2, -0.9], [-0.5, -1.2, -1.8], [1.3, -1.4, 1.4], [0.6, 1.1, 2.3], [-1.1, -1.7, 0.8], [-2.2, 1.6, 0.2], [-1.1, -1.8, 0.7], [2.4, 0.0, 0.3], [-0.4, 2.2, -1.1], [-2.1, 0.1, 1.6], [-0.7, -1.1, -1.8], [-0.3, -0.8, 2.5], [2.0, 1.0, 0.0], [0.7, 0.4, -1.2], [-1.5, -0.3, 0.0], [1.8, -0.1, 1.5], [-0.6, -2.7, -0.3], [0.8, -0.9, -1.0], [0.7, 0.6, 0.4], [-1.0, -2.0, -0.9], [0.2, 1.8, 0.4], [1.5, 1.8, 0.7], [-2.0, 0.8, -0.4], [-0.1, -1.3, -1.1]], "lowdin_charge": [-0.099, -0.241, -0.221, -0.156, -0.091, -0.390, -0.123, -0.240, -0.044, -0.088, -0.003, -0.545, 0.718, -0.521, 0.641, -0.403, 0.141, -0.050, 0.102, 0.036, 0.092, 0.138, 0.125, 0.152, 0.118, 0.108, 0.126, 0.137, 0.117, 0.139, 0.093, 0.055, 0.075, 0.148, 0.150, 0.193, 0.182, 0.165, -0.066, 0.130, 0.080, 0.120], "max_force_ev_per_a": 3.632, "charge": 1, "e_lumo_ev": -3.4, "smiles": "CCOCC[C@@]1(CCN)C[NH2+][C@@H](S)[C@H](P(O)Cl)N1", "energy_ev": -51959.6126, "molar_mass_g_mol": 316.8}